(1)
175
Properties=species:S:1:pos:R:3:forces:R:3 method="wB97M-V/def2-TZVPD" total_charge=-1 homo_ev=-4.3
C -5.1719 -3.7013 -2.1142 -0.18 -0.39 -0.88
O -3.8807 -3.2739 -1.6116 -1.83 -0.30 1.07
C -4.0588 -2.3427 -0.5066 1.18 1.35 -0.70
C -4.3395 -0.8693 -1.1447 0.05 0.00 0.72
C -5.6309 -0.1557 -0.5225 -0.57 0.08 -0.19
C -6.0167 1.2602 -1.1917 1.19 0.44 -1.00
C -5.6833 1.3278 -2.7905 -0.09 -0.63 1.36
C -6.4943 0.1702 -3.5413 -0.18 0.86 -1.00
C -6.0916 -0.0232 -5.0875 -0.51 -0.75 -0.09
C -4.7807 -0.9147 -5.3293 -0.10 0.26 -0.63
C -3.3976 -0.1046 -5.3138 0.34 -0.60 -0.54
C -2.1299 -1.1222 -5.2089 -0.25 1.80 0.84
C -1.3988 -0.7961 -3.7985 -0.23 -1.76 0.18
C -0.5475 -2.0653 -3.2937 0.27 0.03 0.55
In 1.5553 -1.2785 -2.8139 -1.06 0.36 -0.95
C 1.6069 0.1010 -1.0242 0.86 0.87 1.77
C 2.8818 -0.0466 -0.0852 2.43 0.77 1.92
C 3.3119 -1.3121 0.6886 1.97 2.19 0.63
C 4.5787 -1.3867 1.6183 -1.02 3.42 -2.17
C 5.4766 -0.1268 1.7731 -3.44 -0.63 -2.06
C 5.0486 1.1759 1.0274 -1.52 -2.73 -0.31
C 3.7913 1.2260 0.1219 1.37 -3.12 2.04
O 2.8284 -2.9411 -2.6915 -1.67 -3.08 2.85
B 2.3217 -3.9608 -1.8238 1.25 1.44 -1.30
O 3.1563 -5.1144 -1.4427 -0.54 1.92 0.44
O 0.9876 -3.9476 -1.1998 2.06 0.91 0.30
H -5.0546 -4.6803 -2.7180 0.12 1.54 1.07
H -5.5873 -2.9315 -2.8689 0.39 -1.01 1.34
H -5.9220 -3.9088 -1.2660 1.04 0.45 -1.16
H -3.0311 -2.2807 0.0162 -1.70 -0.38 -0.72
H -4.8620 -2.6730 0.2345 0.90 0.34 -1.02
H -3.4194 -0.2085 -0.9157 -1.43 -0.96 -0.44
H -4.3675 -1.0151 -2.2770 -0.11 0.28 1.59
H -5.4238 0.0021 0.5910 -0.45 -0.17 -1.50
H -6.5753 -0.8189 -0.5882 1.60 0.68 0.05
H -5.3398 2.0557 -0.7160 -1.23 -0.95 -0.48
H -7.1128 1.5593 -1.0970 1.42 -0.57 0.38
H -4.5470 1.2433 -2.8633 -1.57 -0.12 -0.24
H -5.9596 2.3713 -3.1799 0.24 -1.57 0.42
H -6.4379 -0.8550 -3.0365 0.11 1.55 -0.51
H -7.6085 0.4828 -3.5179 1.61 -0.48 0.06
H -6.0133 0.9758 -5.6617 0.00 -1.38 1.06
H -6.9682 -0.5977 -5.5737 1.38 0.92 0.70
H -4.8868 -1.3690 -6.3868 0.24 0.66 1.71
H -4.7655 -1.8298 -4.6202 0.05 1.58 -0.88
H -3.2941 0.6506 -4.4653 -0.41 -1.03 -1.10
H -3.3235 0.4849 -6.2943 -0.25 -0.70 1.32
H -1.3943 -0.8918 -6.0641 -1.10 -0.75 1.24
H -2.5176 -2.1945 -5.2144 0.78 1.37 -0.09
H -0.7109 0.1162 -3.8551 -1.21 -0.98 -0.26
H -2.2145 -0.6023 -2.9999 1.26 -0.12 -1.33
H -0.9866 -2.5803 -2.3583 0.45 0.83 -1.62
H -0.3811 -2.8758 -4.0876 -0.47 1.21 0.94
H 2.0064 -0.2780 -4.2700 0.06 -0.27 0.42
H 1.6270 1.1830 -1.4343 0.01 -1.71 0.59
H 0.6568 0.0431 -0.3758 1.35 -0.14 -0.90
H 2.7016 -2.2710 0.6200 0.80 1.49 -0.03
H 4.8181 -2.3850 2.1347 -0.34 1.84 -0.87
H 6.4060 -0.2185 2.4242 -1.40 0.43 -1.04
H 5.7197 2.1006 1.1672 -1.29 -1.55 -0.34
H 3.5192 2.2035 -0.3899 0.38 -1.52 0.72
H 3.5528 -4.8136 -0.5870 -0.36 -0.67 -1.02
H 1.0134 -3.1874 -0.5671 -0.48 -0.76 -0.89
O -6.4631 1.7530 2.3880 0.32 -0.80 0.32
C -5.9849 1.0938 3.2859 -0.21 0.67 -0.03
O -6.0533 -0.2512 3.2394 -0.05 -0.17 -0.53
C -5.3567 -1.1246 4.1410 -0.01 -0.05 0.24
C -6.1551 -1.3472 5.4091 -0.15 0.15 0.13
C -5.4032 1.7517 4.5014 0.70 0.07 0.03
H -4.3461 -0.7601 4.3383 -0.11 0.10 0.02
H -5.2432 -2.0762 3.6163 -0.10 0.22 -0.17
H -6.3017 -0.4159 5.9602 0.12 -0.06 0.00
H -5.6470 -2.0593 6.0631 -0.02 0.03 -0.06
H -7.1490 -1.7345 5.1702 0.13 -0.06 -0.04
H -6.2038 1.9709 5.2109 0.03 0.01 -0.09
H -4.9307 2.6861 4.1937 -0.29 -0.02 0.05
H -4.6277 1.1649 4.9893 -0.13 -0.03 0.15
O -8.8407 3.6595 4.2859 -0.80 0.02 -0.50
C -9.6611 3.2240 3.5096 0.62 -0.25 0.61
O -10.7273 3.9767 3.1672 0.00 0.61 -0.07
C -11.6464 3.6398 2.1188 -0.07 -0.16 0.06
C -12.7371 2.7183 2.6255 -0.01 -0.17 0.14
C -9.5665 1.8181 2.9943 0.30 -0.21 -0.50
H -11.1208 3.2332 1.2517 0.02 -0.07 0.12
H -12.0948 4.5814 1.7927 0.21 0.03 0.18
H -12.3295 1.7667 2.9730 -0.01 0.03 -0.12
H -13.4657 2.5151 1.8375 0.03 0.03 0.04
H -13.2537 3.1715 3.4755 0.03 0.05 -0.13
H -10.0230 1.1380 3.7168 -0.04 0.07 -0.05
H -8.5108 1.5643 2.8780 -0.24 0.09 0.16
H -10.0221 1.6774 2.0161 -0.18 -0.08 0.10
O 8.9790 -2.1826 4.4607 0.32 0.67 -0.29
C 9.7055 -1.4113 3.8729 -0.49 -0.41 -0.02
O 9.2339 -0.2182 3.4709 -0.29 -0.04 0.56
C 10.0534 0.8403 2.9447 0.05 0.09 -0.50
C 10.2700 0.6728 1.4556 -0.41 -0.02 -0.01
C 11.1043 -1.8050 3.4952 0.62 0.09 0.42
H 10.9908 0.9237 3.5004 -0.03 -0.11 -0.01
H 9.5061 1.7684 3.1248 -0.09 -0.25 0.18
H 10.8060 -0.2510 1.2286 0.11 0.15 0.00
H 10.8418 1.5106 1.0540 -0.36 -0.32 0.23
H 9.3095 0.6182 0.9351 -0.03 0.03 0.17
H 11.0811 -2.3580 2.5545 0.00 0.09 0.06
H 11.5042 -2.4492 4.2809 -0.21 -0.12 -0.17
H 11.7897 -0.9639 3.4117 -0.07 0.02 -0.27
O -6.8600 -2.6248 -7.0850 -1.05 -0.09 0.13
C -8.0139 -2.9789 -7.0161 0.90 -0.13 -0.03
O -8.8658 -2.3365 -6.1913 -0.03 0.50 0.05
C -10.2847 -2.5457 -6.1758 -0.03 -0.17 0.11
C -10.6531 -3.7152 -5.2858 0.09 -0.20 0.05
C -8.4953 -4.1900 -7.7615 -0.31 -0.01 -0.64
H -10.6776 -2.6483 -7.1903 0.09 -0.09 0.02
H -10.7229 -1.6319 -5.7676 0.28 0.01 -0.05
H -10.2244 -4.6502 -5.6528 -0.09 0.05 -0.05
H -11.7379 -3.8303 -5.2315 0.05 0.02 0.00
H -10.2635 -3.5624 -4.2762 -0.08 0.08 -0.09
H -8.2804 -5.0840 -7.1731 -0.02 0.08 -0.04
H -7.9573 -4.2462 -8.7096 0.15 -0.06 0.26
H -9.5537 -4.1591 -8.0127 -0.05 -0.12 0.19
O -0.3549 -7.4652 -8.1452 0.17 0.01 0.77
C 0.2102 -7.1193 -7.1298 -0.34 0.16 -0.46
O -0.3179 -7.4244 -5.9309 -0.19 -0.53 -0.24
C 0.3628 -7.2356 -4.6786 0.09 0.35 0.28
C 0.1702 -5.8263 -4.1591 0.00 0.12 -0.14
C 1.4443 -6.2667 -7.1851 0.67 -0.26 -0.02
H 1.4164 -7.5137 -4.7592 -0.04 0.08 -0.11
H -0.0885 -7.9417 -3.9774 -0.09 -0.04 -0.29
H 0.5984 -5.0857 -4.8379 0.07 -0.04 0.11
H 0.6380 -5.7080 -3.1797 -0.08 -0.01 -0.05
H -0.8948 -5.5976 -4.0708 0.09 -0.06 0.09
H 1.1540 -5.2180 -7.2722 0.03 -0.08 0.07
H 2.0215 -6.5541 -8.0661 -0.25 0.14 -0.04
H 2.1061 -6.3962 -6.3313 -0.13 0.22 0.11
O 12.7122 1.4318 0.4077 0.82 1.06 -0.43
C 13.1692 2.4747 -0.0048 -0.11 -0.68 -0.11
O 12.4100 3.5865 -0.0001 -0.25 -0.05 0.42
C 12.9058 4.9039 -0.2808 0.02 0.12 -0.23
C 12.9085 5.1788 -1.7706 0.03 -0.15 -0.18
C 14.5394 2.5299 -0.6159 0.61 0.15 0.34
H 13.8847 5.0610 0.1784 -0.01 -0.12 -0.07
H 12.2207 5.5981 0.2112 -0.04 -0.30 0.07
H 13.5743 4.4970 -2.3041 0.04 0.10 0.05
H 13.2296 6.2032 -1.9718 -0.03 -0.05 0.03
H 11.9080 5.0347 -2.1860 0.06 0.08 0.11
H 14.4759 2.2466 -1.6682 -0.01 0.04 0.08
H 15.1790 1.8184 -0.0904 -0.21 -0.10 -0.18
H 15.0226 3.5005 -0.5235 -0.09 0.06 -0.21
O 10.4873 4.7681 5.0643 0.33 -0.71 0.46
C 10.9553 4.1104 5.9655 -0.49 0.50 -0.34
O 10.8954 2.7656 5.9171 0.10 -0.15 -0.48
C 11.5831 1.8925 6.8254 -0.11 -0.04 0.23
C 10.7686 1.6627 8.0818 -0.15 0.12 0.11
C 11.5172 4.7706 7.1913 0.68 0.19 0.11
H 12.5900 2.2606 7.0373 -0.09 0.09 0.01
H 11.7073 0.9426 6.2998 -0.11 0.21 -0.16
H 10.6105 2.5918 8.6338 0.11 -0.05 0.01
H 11.2706 0.9506 8.7404 -0.03 0.02 -0.05
H 9.7800 1.2722 7.8281 0.15 -0.05 -0.04
H 10.7057 4.9836 7.8897 0.07 -0.04 -0.05
H 11.9883 5.7085 6.8912 -0.29 -0.03 0.00
H 12.2890 4.1873 7.6895 -0.17 -0.09 0.14
O -2.4194 2.4953 6.2766 -0.02 0.83 -0.17
C -1.9621 3.5332 5.8532 -0.09 -0.70 -0.10
O -2.7138 4.6512 5.8642 -0.31 0.01 0.44
C -2.2117 5.9631 5.5697 0.04 0.09 -0.25
C -2.2290 6.2310 4.0786 0.03 -0.14 -0.17
C -0.6011 3.5760 5.2216 0.57 0.14 0.36
H -1.2248 6.1144 6.0134 -0.01 -0.12 -0.08
H -2.8838 6.6654 6.0685 -0.05 -0.29 0.06
H -1.5768 5.5413 3.5388 0.04 0.10 0.06
H -1.9027 7.2517 3.8676 -0.03 -0.05 0.02
H -3.2368 6.0930 3.6789 0.05 0.08 0.11
H -0.6819 3.2887 4.1715 0.01 0.03 0.08
H 0.0414 2.8624 5.7405 -0.21 -0.10 -0.19
H -0.1098 4.5435 5.3025 -0.09 0.05 -0.22

***

(2)
187
Properties=species:S:1:pos:R:3:forces:R:3 method="wB97M-V/def2-TZVPD" total_charge=0 homo_ev=-9.2 e_above_lowest_ev=2.233
C -1.4745 0.7477 -2.2569 1.58 1.13 1.23
C -0.3488 1.5762 -1.4357 -0.13 0.20 0.20
O 0.6807 0.8328 -0.7185 -0.50 -0.51 -0.74
C 0.3602 0.3575 0.4987 -2.16 0.08 -0.18
O -0.7049 0.5535 1.0955 2.23 -0.27 -0.78
O 1.3465 -0.4527 0.7974 1.07 0.08 -0.35
C 1.4527 -1.1929 1.9861 -0.69 0.10 1.22
H -1.8618 1.4072 -3.0336 -0.20 0.23 0.27
H -2.2642 0.3716 -1.6065 0.10 0.11 -0.08
H -1.0306 -0.0855 -2.8017 0.26 -0.02 0.22
H -0.5804 2.2880 -0.6434 -1.71 -0.13 -0.23
H 0.1903 2.2614 -2.0899 0.27 -0.67 -0.53
H 2.2152 -0.7927 2.6543 0.32 0.15 -0.31
H 1.6981 -2.2244 1.7334 -0.20 0.09 0.02
H 0.5287 -1.0970 2.5564 -0.14 -0.40 -0.14
C -8.7957 4.4930 -2.7559 0.55 -0.14 -0.07
C -7.8918 4.9799 -1.5912 -1.25 -0.76 0.20
O -7.2414 3.8524 -0.9184 -0.33 0.51 0.43
C -6.1895 3.1946 -1.4088 -0.44 0.57 -1.01
O -5.6779 3.4107 -2.4783 0.26 -0.12 0.24
O -5.8791 2.2379 -0.5368 -0.05 -0.60 0.83
C -4.7299 1.4218 -0.7556 0.92 0.45 -0.74
H -9.7547 4.1034 -2.4144 0.18 -0.09 0.45
H -8.3053 3.6802 -3.2915 0.09 0.17 -0.16
H -9.0810 5.2650 -3.4706 0.44 0.23 0.05
H -8.6002 5.3202 -0.8360 0.25 -0.06 0.31
H -7.2521 5.8498 -1.7399 0.50 -0.58 -0.57
H -4.3439 1.6402 -1.7513 -0.01 -0.21 -0.01
H -4.8815 0.3499 -0.6279 -0.92 0.17 -0.25
H -3.9340 1.6333 -0.0416 -0.15 0.57 0.17
C -1.3525 -2.3955 -0.7061 0.01 0.98 0.26
C -1.2103 -3.8029 -1.1709 0.16 -0.55 0.28
O -1.2977 -3.8827 -2.5943 0.99 -0.65 -1.83
C -0.3228 -4.4264 -3.3938 2.41 -0.32 1.24
O 0.8292 -4.7160 -3.0701 -2.49 0.55 -0.10
O -0.7845 -4.5690 -4.6279 -1.84 0.34 0.31
C 0.0374 -4.9339 -5.7198 1.04 -0.08 0.23
H -0.7431 -2.2432 0.1847 -0.58 -0.19 0.53
H -2.4118 -2.1914 -0.5505 0.22 0.52 0.18
H -0.9026 -1.6407 -1.3510 -0.26 -0.34 -0.52
H -2.0715 -4.3922 -0.8560 0.17 -0.06 0.35
H -0.3178 -4.1733 -0.6667 0.26 -0.67 -0.99
H -0.5626 -4.8480 -6.6257 0.08 0.29 0.24
H 0.4343 -5.9471 -5.6573 -0.28 -0.17 0.34
H 0.9181 -4.2918 -5.7075 -0.08 0.20 -0.35
C -2.7009 10.0709 0.4046 0.79 -0.15 0.79
C -3.2578 8.6440 0.3828 -1.30 1.06 0.36
O -2.4115 7.7490 1.0929 1.01 1.64 -0.82
C -2.5015 6.4479 0.9392 -1.06 0.01 1.50
O -3.4848 5.7912 0.8023 -1.32 -0.34 -1.22
O -1.3462 5.9442 1.2477 1.45 1.57 0.36
C -1.1690 4.6106 1.0584 0.77 -2.72 -0.07
H -2.4312 10.4253 1.3995 -0.05 -0.44 0.33
H -3.3923 10.8487 0.0803 -0.18 -0.45 -0.55
H -1.7615 10.1102 -0.1468 -0.15 0.13 -0.32
H -3.4317 8.4008 -0.6654 0.23 -0.68 0.09
H -4.2172 8.6159 0.8994 -0.21 0.06 -0.19
H -1.7485 3.9192 1.6702 -0.44 0.48 0.43
H -0.1321 4.4453 1.3507 0.08 -0.33 -0.51
H -1.4128 4.3056 0.0408 0.37 0.13 -0.23
C -1.8301 2.9886 -8.2303 0.93 0.93 -0.73
C -1.7437 3.5844 -6.8584 -1.33 -0.15 0.26
O -0.4134 3.7032 -6.3714 0.46 0.33 1.49
C -0.2531 4.0096 -5.0315 -1.30 0.09 -0.03
O -1.1172 4.2015 -4.1964 0.63 -0.44 -1.32
O 1.0442 4.0739 -4.8031 1.12 -0.26 -0.47
C 1.5654 4.3377 -3.5090 -0.07 -0.05 1.14
H -2.8882 2.8421 -8.4475 0.12 -0.70 0.09
H -1.1541 2.1394 -8.3305 -0.53 -0.33 -0.14
H -1.5304 3.7216 -8.9792 0.32 0.03 -0.09
H -2.3456 2.9130 -6.2459 0.23 0.27 0.68
H -2.2442 4.5511 -6.9131 0.15 0.17 0.49
H 0.7964 4.3912 -2.7385 -0.30 0.43 -0.34
H 2.1938 5.2284 -3.5012 -0.39 0.20 -0.34
H 2.2175 3.5491 -3.1336 0.03 -0.47 -0.72
C 7.0164 -1.0271 1.4597 0.22 -0.67 0.64
C 6.0145 -1.0818 2.6074 -0.52 -1.64 0.46
O 6.0200 0.0848 3.3376 -2.04 3.36 2.97
C 4.9678 0.2696 4.3148 1.83 1.34 -2.35
O 4.0880 -0.4959 4.5819 0.77 0.35 0.01
O 5.1242 1.5785 4.7192 0.46 -1.36 -1.16
C 4.4287 1.9736 5.8695 -0.63 -0.55 1.53
H 6.6203 -0.4199 0.6457 0.31 -0.12 -0.03
H 7.2868 -2.0367 1.1503 -0.85 -0.23 -0.47
H 8.0276 -0.7426 1.7506 -0.26 0.92 0.37
H 6.1623 -1.8121 3.4030 0.63 -1.02 -0.68
H 4.9879 -1.2605 2.2879 -0.03 -0.12 -0.64
H 5.0189 1.6791 6.7372 -0.10 -0.24 0.16
H 3.4536 1.4883 5.9109 0.00 0.03 0.07
H 4.2907 3.0467 6.0021 0.22 0.05 -0.96
C 6.9504 -6.0058 8.3478 -1.87 0.19 0.27
C 5.6808 -6.3013 7.5121 2.13 -0.83 -0.48
O 5.5434 -5.1897 6.5696 3.24 -0.17 4.00
C 4.5539 -5.2123 5.8170 -2.43 0.46 -4.44
O 3.8001 -6.1512 5.7082 -0.68 0.99 -0.42
O 4.6538 -4.0426 5.0211 0.99 -1.56 2.32
C 3.8121 -3.8351 3.9427 -1.26 -0.52 -0.69
H 6.7614 -4.9973 8.7156 0.77 0.11 0.18
H 7.8976 -6.1368 7.8246 -0.29 0.26 -0.13
H 6.9143 -6.6823 9.2017 0.20 0.00 0.06
H 4.8001 -6.5754 8.0929 -0.17 0.93 -0.06
H 5.9229 -7.2153 6.9697 -0.38 0.10 -0.58
H 2.7920 -3.7551 4.3183 -0.23 0.17 -0.42
H 3.8748 -4.6546 3.2268 -0.10 -0.19 -0.01
H 4.1229 -2.9312 3.4187 -0.05 0.01 0.42
C 4.4570 -3.4563 -7.9675 -1.05 -0.01 -0.01
C 4.0350 -3.6515 -6.4953 0.95 -0.31 -0.56
O 3.7174 -2.3948 -5.8208 0.30 -1.06 -2.01
C 3.2145 -2.4640 -4.6091 0.96 -4.16 3.19
O 3.2421 -3.4444 -3.8306 -0.06 2.28 -2.37
O 2.7762 -1.3000 -4.3052 -1.15 3.13 0.87
C 2.2477 -0.9570 -3.0043 0.04 -0.73 0.57
H 5.1276 -2.6208 -8.1682 -0.07 -0.05 0.22
H 3.5773 -3.4013 -8.6087 -0.15 0.68 0.03
H 4.8935 -4.3752 -8.3589 0.46 -0.09 0.48
H 4.8798 -4.1633 -6.0344 -0.13 0.35 0.67
H 3.2059 -4.3587 -6.4726 -0.22 0.33 0.30
H 2.2000 0.1270 -2.9006 -0.16 -0.16 -0.59
H 2.8294 -1.2999 -2.1486 0.60 -0.28 -0.42
H 1.2853 -1.4380 -2.8297 -0.21 0.20 -0.41
C -3.9683 -0.9045 1.7072 1.10 -0.10 0.94
C -4.7260 -2.0062 1.1012 -0.68 -2.05 -0.62
O -4.1784 -3.3345 1.5070 0.54 0.85 0.72
C -4.7879 -4.4921 1.2173 0.32 0.79 -0.41
O -5.6978 -4.6063 0.4514 -0.74 -0.35 -0.08
O -4.1276 -5.4719 1.8456 -0.19 -0.48 0.81
C -4.7350 -6.7854 1.9896 0.46 0.02 -0.05
H -4.5248 0.0221 1.5666 0.19 -0.03 0.08
H -2.9553 -0.8403 1.3100 -0.01 0.30 -0.06
H -3.8740 -1.1250 2.7705 -0.01 0.32 0.19
H -4.6404 -1.9760 0.0150 -0.57 -0.06 -0.06
H -5.7472 -1.9496 1.4782 -0.17 -0.30 -0.52
H -3.9230 -7.4834 2.1933 0.31 0.16 -0.78
H -5.3207 -7.0417 1.1068 0.11 -0.01 0.15
H -5.2962 -6.9308 2.9127 -0.56 0.92 -0.09
C -1.9687 0.0405 -6.2403 -0.44 -0.73 -0.12
C -0.4817 0.1023 -6.3345 0.40 1.55 1.21
C -0.1381 -0.7834 -7.4396 0.81 -0.98 -1.69
O -1.1689 -1.7346 -7.5207 -0.58 -1.40 0.20
C -2.2234 -1.4356 -6.6013 -0.21 0.16 -0.51
H -2.3127 0.6419 -7.0818 -0.69 0.07 0.27
H -2.3677 0.3567 -5.2766 -0.15 0.08 -0.20
H -0.0498 -0.3228 -5.4285 0.26 0.27 0.18
H -0.1198 1.1138 -6.5189 0.19 0.05 0.39
H 0.8614 -1.1703 -7.2415 0.00 -0.83 0.02
H -0.0741 -0.4389 -8.4718 0.07 1.12 0.08
H -2.2497 -2.2120 -5.8367 0.37 0.42 0.69
H -3.1865 -1.5523 -7.0983 0.02 0.07 -0.37
C -2.1118 -3.3400 4.8442 -2.92 -0.32 1.39
C -1.8295 -4.6452 5.5856 0.00 -1.49 0.24
C -0.3292 -4.8341 5.4715 0.45 0.47 -0.77
O 0.0335 -3.7995 4.5375 1.71 0.00 0.22
C -0.8306 -2.6744 4.7439 0.84 -0.70 -0.94
H -2.7990 -2.7157 5.4152 -0.36 0.02 -0.11
H -2.5901 -3.6080 3.9022 0.25 0.31 -0.15
H -2.3816 -5.4029 5.0295 0.16 -0.37 0.28
H -2.0217 -4.8025 6.6469 -0.84 0.73 0.00
H 0.0317 -5.8125 5.1543 -0.28 0.09 -0.85
H 0.2177 -4.7566 6.4112 -0.16 0.78 0.38
H -0.8048 -2.0803 3.8304 0.43 0.34 0.34
H -0.6704 -2.1136 5.6648 0.71 0.21 -0.08
C 0.6973 2.2152 5.0767 -1.28 0.60 -0.40
C -0.4542 2.5574 4.0806 -0.69 -0.35 0.45
C -1.4285 1.3942 4.3197 2.75 -0.37 -0.55
O -1.1876 0.9862 5.7000 -0.33 -0.71 0.31
C -0.0171 1.6571 6.3090 -1.39 1.22 -1.81
H 1.2702 3.1191 5.2834 0.46 -0.33 -0.02
H 1.2400 1.3910 4.6137 0.56 0.23 0.08
H -0.1331 2.4964 3.0407 0.15 0.37 0.03
H -0.9892 3.4886 4.2670 0.51 0.36 0.16
H -1.0387 0.6851 3.5895 0.36 -1.11 0.53
H -2.4214 1.4438 3.8728 -0.68 0.71 1.48
H 0.6657 1.1168 6.9648 -0.52 -1.06 -0.35
H -0.4542 2.4353 6.9347 0.16 0.32 0.01
C 4.4746 2.9338 1.4210 0.52 0.22 -0.68
C 4.0657 3.7883 0.2147 0.51 0.41 -0.22
C 2.6497 3.2928 -0.1295 2.15 0.24 1.14
O 2.2460 2.7745 1.1157 -3.35 -0.66 -0.40
C 3.1719 2.8030 2.1498 0.65 -0.39 -0.49
H 5.2648 3.3021 2.0753 0.14 0.13 -0.37
H 4.7511 1.9643 1.0067 0.18 -0.24 0.36
H 4.7112 3.6947 -0.6587 0.27 0.10 0.18
H 4.0380 4.8303 0.5333 -0.06 0.17 -0.21
H 2.6924 2.4712 -0.8445 -0.29 0.11 -0.24
H 2.0811 4.1583 -0.4698 -0.61 -0.30 0.02
H 3.1790 1.8203 2.6214 -0.48 0.20 0.58
H 2.9286 3.6333 2.8127 0.23 -0.08 0.41

***

Number 1: strongest force on any atom 4.52 eV/A. Number 2: strongest force on any atom 5.33 eV/A.